Record 1
The following is a quantum chemistry calculation of a molecular structure, C19H45N6O7Y at a distorted geometry, from OMol25.

Net charge ... +2
HOMO ... -0.47970 Eh
2S+1 ... 1

Cartesian coordinates (Å):
Y1 2.4290 -2.1334 -0.3350
C1 -0.1312 0.0446 0.5214
O1 1.1359 -0.4205 0.1848
H1 -0.9127 -0.3934 -0.1298
H2 -0.4584 -0.2967 1.5177
H3 -0.2368 1.1284 0.4602
C2 -4.0240 0.2487 1.3246
C3 -5.2391 -0.6132 1.5742
O2 -5.4525 -1.6049 0.9046
N1 -6.1341 -0.1282 2.4758
C4 -7.3359 -0.8492 2.7577
H4 -3.4291 -0.1888 0.5256
H5 -3.3832 0.2630 2.2119
H6 -4.2669 1.2749 1.0518
H7 -6.0681 0.8382 2.7398
H8 -7.9649 -0.2750 3.4326
H9 -7.1227 -1.8224 3.1998
H10 -7.9183 -1.0519 1.8543
C5 5.1085 -2.4275 3.2419
C6 4.2732 -1.3991 2.5705
O3 3.4291 -1.6775 1.6736
N2 4.3789 -0.1554 2.9866
C7 3.5396 0.9131 2.4713
H11 4.6464 -2.7415 4.1798
H12 6.0777 -1.9976 3.5008
H13 5.2769 -3.3068 2.6295
H14 4.8995 -0.0007 3.8365
H15 3.8610 1.1786 1.4631
H16 3.5967 1.7684 3.1308
H17 2.5170 0.5517 2.3489
C8 5.6956 0.6704 -2.0224
C9 4.2493 0.4848 -1.7181
O4 3.8801 -0.4447 -0.9328
N3 3.3493 1.3125 -2.1713
C10 3.5098 2.3756 -3.1724
H18 5.9845 -0.0313 -2.8115
H19 6.3019 0.4690 -1.1442
H20 5.9435 1.6624 -2.3875
H21 2.4072 1.1737 -1.8190
H22 4.4181 2.2555 -3.7476
H23 3.5127 3.3538 -2.6910
H24 2.6544 2.3426 -3.8426
C11 -3.9491 -0.8549 -5.9993
C12 -3.2949 -0.3051 -4.7708
O5 -2.5854 0.6821 -4.7939
N4 -3.4751 -1.0266 -3.6256
C13 -2.8387 -0.6680 -2.3933
H25 -4.0379 -1.9415 -5.9605
H26 -3.4374 -0.5314 -6.8973
H27 -4.9718 -0.4698 -6.0803
H28 -4.1916 -1.7316 -3.5889
H29 -2.4312 0.3366 -2.5197
H30 -2.1129 -1.4041 -2.0423
H31 -3.5671 -0.5127 -1.5870
C14 2.2631 5.1641 3.7660
C15 1.1623 4.8955 2.7604
O6 -0.0118 5.0022 3.0309
N5 1.5698 4.5010 1.5111
C16 0.5893 4.1014 0.5224
H32 3.1044 5.6836 3.3098
H33 2.6001 4.2180 4.1911
H34 1.8232 5.7582 4.5603
H35 2.5289 4.6167 1.2411
H36 1.0475 3.6206 -0.3387
H37 -0.0235 4.9454 0.1977
H38 -0.1151 3.3986 0.9706
C17 -0.5521 -4.8209 -2.2296
C18 -0.5092 -3.9518 -1.0218
O7 0.4311 -3.0870 -0.8907
N6 -1.4620 -4.0762 -0.1194
C19 -1.6857 -3.1509 1.0008
H39 -0.3827 -4.1740 -3.0901
H40 -1.5005 -5.3386 -2.3219
H41 0.2779 -5.5274 -2.2023
H42 -2.0545 -4.8840 -0.2393
H43 -2.5273 -2.5082 0.7525
H44 -0.7800 -2.5762 1.1600
H45 -1.8982 -3.7328 1.8930

Cartesian forces, eV/Å:
Y -2.096 4.346 1.783
C -1.140 -0.937 -0.109
O 1.923 -1.861 -0.798
H 0.254 0.246 -0.135
H 0.373 0.341 0.102
H 0.269 0.044 0.047
C 0.653 -0.132 0.371
C -0.625 1.212 -0.577
O 0.245 -0.869 0.194
N 0.849 -0.077 -0.259
C -0.937 -0.459 -0.104
H -0.167 -0.011 -0.074
H -0.127 0.189 0.035
H -0.125 -0.001 0.091
H 0.125 -0.020 0.181
H 0.101 -0.001 0.095
H 0.079 0.081 0.116
H 0.103 0.107 -0.029
C 0.537 -0.079 0.313
C -0.540 0.070 0.024
O 0.014 -0.932 -0.923
N -0.071 -0.111 0.267
C -0.319 -0.173 -0.557
H -0.143 -0.009 -0.070
H -0.014 -0.085 -0.005
H -0.135 0.017 -0.130
H 0.218 0.106 -0.147
H 0.146 0.146 0.112
H -0.043 0.070 0.043
H -0.007 0.135 0.245
C 0.248 -0.047 -0.495
C 0.120 0.001 0.711
O -0.122 -1.303 -0.381
N -0.489 0.519 -0.607
C -0.217 0.199 0.273
H 0.022 -0.053 0.136
H -0.120 -0.160 0.087
H -0.127 0.067 0.066
H 0.046 -0.155 0.039
H 0.045 -0.120 -0.029
H 0.078 -0.041 0.027
H 0.045 -0.076 -0.065
C -0.897 -0.137 -0.086
C 0.543 0.036 -0.102
O 0.105 0.120 0.035
N -0.219 -0.463 0.107
C -0.709 0.973 0.685
H 0.130 0.028 -0.094
H 0.244 -0.017 0.044
H 0.087 0.035 0.098
H 0.016 -0.005 -0.210
H 0.559 -0.320 -0.119
H 0.268 0.084 -0.174
H -0.110 -0.407 -0.179
C -0.318 0.002 -0.200
C 0.311 0.187 -0.208
O -0.268 -0.258 0.076
N 0.076 -0.363 0.012
C -0.547 0.214 0.207
H 0.071 0.006 0.088
H 0.067 0.004 -0.010
H 0.146 0.083 0.053
H 0.030 0.030 0.054
H 0.223 0.110 0.015
H 0.143 0.016 -0.145
H 0.093 -0.033 0.058
C 0.291 0.135 -0.006
C 0.287 0.457 0.414
O 0.505 -0.586 0.119
N 0.638 0.235 -0.273
C 0.105 -0.554 -0.130
H -0.153 -0.054 -0.081
H 0.018 -0.113 -0.106
H -0.068 -0.114 0.021
H -0.373 0.236 0.060
H -0.041 0.090 0.126
H -0.057 0.117 -0.048
H -0.124 0.042 0.033

Mulliken atomic charge list, values in e, 5 entries: 1.8740 -0.4990 -0.2532 -0.0696 0.3864

---

Record 2
The following is a quantum chemistry calculation of 13 unconnected molecules or ions with the total composition C19H45N7O38S6 at a distorted geometry, from OMol25.

Net charge ... -1
HOMO (spin up / spin down) ... -0.04867 / -0.18528 Eh
2S+1 ... 2

Cartesian coordinates (Å):
C1 -0.3098 16.7396 -3.5064
N1 0.7124 17.3268 -4.3544
O1 1.1139 18.4705 -4.1037
O2 1.2035 16.5987 -5.1985
H1 -1.3422 16.9311 -3.7992
H2 -0.2159 17.0723 -2.4727
H3 -0.1532 15.6621 -3.4549
C2 -1.5952 15.4920 -8.0587
N2 -0.3109 15.6833 -8.7902
O3 0.6647 16.1416 -8.1855
O4 -0.4383 15.4913 -9.9903
H4 -1.6235 14.6170 -7.4094
H5 -2.3039 15.4664 -8.8865
H6 -1.7189 16.3430 -7.3889
C3 -7.8961 16.1006 -9.1899
N3 -6.8278 17.1429 -9.1293
O5 -6.9669 18.2236 -9.7820
O6 -5.8878 16.9033 -8.3984
H7 -8.5231 16.3479 -10.0465
H8 -8.4880 16.1717 -8.2774
H9 -7.4769 15.0970 -9.2618
C4 -1.6613 11.5476 -5.3750
N4 -1.8493 12.9507 -4.8669
O7 -2.6336 13.6377 -5.4982
O8 -1.1463 13.3029 -3.9523
H10 -1.5861 11.6618 -6.4564
H11 -2.4006 10.8282 -5.0230
H12 -0.6668 11.3110 -4.9967
C5 -9.1547 17.3343 -0.5067
N5 -8.0314 16.5774 0.1303
O9 -7.9881 15.3348 0.0169
O10 -7.1672 17.2274 0.7608
H13 -8.7973 17.6323 -1.4924
H14 -9.2441 18.2172 0.1262
H15 -10.0457 16.7065 -0.5205
C6 -1.3641 14.0417 -0.6769
N6 -0.1176 14.6510 -0.0740
O11 0.6969 13.8834 0.4558
O12 0.0928 15.8345 -0.2753
H16 -1.7949 14.8453 -1.2742
H17 -2.1460 13.8200 0.0494
H18 -1.0485 13.2255 -1.3267
C7 -7.2657 19.3795 -4.5479
N7 -8.0070 18.0216 -4.6719
O13 -7.6731 17.3400 -5.6478
O14 -8.8651 17.6603 -3.8786
H19 -6.6559 19.1494 -3.6742
H20 -8.1178 20.0483 -4.4270
H21 -6.6724 19.4200 -5.4614
C8 -3.7093 17.1162 0.6717
C9 -3.9478 17.7348 2.0207
O15 -2.6351 18.0762 2.5399
S1 -1.6355 16.8520 2.2651
O16 -1.7184 15.7818 3.2512
O17 -0.3162 17.4027 1.9765
O18 -2.4310 16.4357 0.7615
H22 -3.7312 17.8424 -0.1409
H23 -4.3464 16.2823 0.3773
H24 -4.4009 17.0286 2.7164
H25 -4.5682 18.6286 2.0855
C10 -4.1626 16.6053 -5.2185
C11 -5.0978 15.4105 -5.3776
O19 -5.5355 15.0166 -4.0938
S2 -5.0123 16.0555 -2.9008
O20 -3.9193 15.4176 -2.1729
O21 -6.1386 16.6482 -2.0963
O22 -4.4023 17.1734 -3.9493
H26 -4.3058 17.3654 -5.9866
H27 -3.1446 16.2220 -5.1493
H28 -4.6577 14.5556 -5.8910
H29 -5.9881 15.7154 -5.9276
C12 -7.5761 10.9914 -8.1103
C13 -8.2294 12.1740 -7.4349
O23 -7.1398 13.0455 -7.0737
S3 -5.7739 12.7008 -7.9073
O24 -4.8105 11.9782 -7.1495
O25 -5.3789 13.9102 -8.6066
O26 -6.6597 11.6750 -8.8401
H30 -8.2415 10.4436 -8.7776
H31 -7.1388 10.2145 -7.4831
H32 -8.5969 11.8860 -6.4499
H33 -8.9802 12.7872 -7.9333
C14 -2.7086 19.5966 -2.1691
C15 -1.6085 20.3638 -2.9763
O27 -2.2450 20.5281 -4.2800
S4 -3.8582 20.8690 -4.1368
O28 -4.5473 20.1333 -5.1923
O29 -4.1630 22.3111 -4.0103
O30 -3.9403 20.0901 -2.6322
H34 -2.6616 19.9084 -1.1257
H35 -2.6971 18.5082 -2.2257
H36 -0.6859 19.7853 -3.0246
H37 -1.4094 21.3553 -2.5696
C16 -8.7630 13.8657 -4.1851
C17 -9.0366 14.5470 -2.8609
O31 -9.3033 13.4567 -2.0602
S5 -10.0573 12.1640 -2.8542
O32 -11.5096 12.3013 -2.9120
O33 -9.4667 10.8949 -2.3463
O34 -9.4292 12.6122 -4.2556
H38 -7.6930 13.6937 -4.3023
H39 -9.1211 14.5326 -4.9693
H40 -9.9003 15.1871 -3.0411
H41 -8.2231 15.2087 -2.5637
C18 -5.3639 12.3514 -1.7167
C19 -6.1144 11.0910 -1.1029
O35 -5.6694 10.1238 -1.9873
S6 -5.6577 10.5983 -3.5521
O36 -6.9848 10.7186 -4.1734
O37 -4.5529 10.0205 -4.3074
O38 -5.2184 12.1547 -3.0936
H42 -4.4428 12.6336 -1.2068
H43 -6.0560 13.1925 -1.6764
H44 -7.1938 11.2309 -1.1607
H45 -5.9157 10.7998 -0.0715

Cartesian forces, eV/Å:
C -0.932 -0.996 1.676
N 1.556 0.654 -0.211
O -0.809 -0.997 -0.322
O -0.383 0.524 0.182
H 0.248 0.246 -0.554
H 0.269 0.425 -0.180
H -0.038 0.117 -0.459
C -0.210 0.338 0.286
N 0.089 0.924 0.582
O -1.184 -1.047 -1.245
O 1.291 0.003 0.322
H 0.309 -0.170 -0.444
H -0.322 -0.136 0.668
H -0.034 0.108 -0.263
C -0.607 0.312 -0.512
N 0.316 2.042 -0.591
O 0.099 -2.966 1.518
O -0.370 0.251 -0.429
H 0.104 -0.095 0.112
H 0.210 0.174 0.077
H 0.342 0.362 0.004
C 1.328 0.320 0.023
N -0.435 -0.903 -0.886
O 0.259 0.293 0.615
O -0.215 0.467 0.335
H -0.472 -0.305 0.107
H -0.239 0.505 -0.090
H -0.192 -0.382 0.003
C 1.767 -0.533 1.097
N -2.341 1.306 -0.935
O -0.068 -2.716 -0.643
O 1.836 1.675 1.203
H -0.370 0.053 -0.307
H -0.410 0.074 -0.183
H 0.037 0.106 -0.143
C -0.195 1.125 -0.529
N 1.134 -0.897 -0.165
O -1.265 0.887 -0.378
O -0.120 -0.710 0.076
H 0.139 -0.186 -0.078
H 0.623 -0.352 0.312
H -0.077 -0.077 0.443
C -1.248 -2.444 0.080
N -0.198 -0.558 -0.812
O -0.078 0.150 0.484
O 0.877 0.889 -0.479
H 0.016 0.811 0.173
H 0.693 0.481 0.178
H -0.341 0.443 0.347
C 0.033 -1.024 -0.621
C -0.833 -0.298 1.121
O 0.559 -0.696 0.021
S 0.970 0.208 -1.516
O -0.508 1.586 -1.829
O -2.404 -0.842 0.516
O 1.618 0.749 2.639
H 0.421 0.084 0.052
H -0.786 0.589 0.412
H -0.001 -0.187 -0.105
H 0.270 -0.023 -0.511
C 0.956 -0.987 -0.208
C -0.978 0.455 -1.226
O 0.424 0.998 2.489
S -1.890 0.644 1.388
O -1.442 0.926 -1.209
O 3.649 -1.846 -3.199
O -1.359 -0.260 1.852
H 0.060 -0.072 0.143
H 0.239 0.140 -0.598
H 0.249 0.196 0.280
H 0.000 -0.005 -0.032
C -1.956 -0.462 0.397
C -0.497 -0.386 2.943
O 1.802 0.364 -0.173
S -2.279 0.953 -0.480
O -0.429 0.161 -0.111
O -0.567 -2.131 0.554
O 4.268 1.166 -2.670
H -0.072 0.344 -0.225
H 0.138 0.411 0.600
H -0.529 -0.070 -0.131
H 0.173 -0.450 -0.583
C 1.009 1.019 0.361
C -1.427 -0.535 0.246
O -0.845 0.478 -0.034
S 0.611 0.218 0.353
O 1.350 1.078 1.992
O 0.979 -3.574 0.148
O -1.524 1.487 -2.333
H 0.157 -0.226 0.091
H 0.213 0.042 -0.349
H -0.129 0.091 -0.630
H -0.079 -0.077 0.110
C 1.434 1.273 -0.964
C -0.907 0.377 -2.162
O -1.310 -2.948 1.918
S 0.945 0.110 1.579
O 2.478 -0.229 0.171
O -1.540 3.473 -1.362
O -0.811 -0.858 0.136
H -0.035 -0.238 -0.159
H 0.044 -0.363 -0.328
H -0.354 0.020 0.660
H 0.104 -0.632 0.677
C -1.918 0.996 1.871
C -0.140 2.447 -0.531
O 0.280 -3.058 -2.649
S -0.174 2.743 0.013
O 2.697 -0.832 1.388
O -1.907 0.353 1.641
O 0.193 -2.416 -1.671
H 0.211 -0.362 -0.313
H 0.117 0.231 0.643
H -0.080 -0.005 -0.272
H 0.668 0.085 -0.290

Mulliken atomic charge list, values in e, 5 entries: -0.3872 1.1461 -0.6399 -0.5631 -0.1360

---

Record 3
The following is a quantum chemistry calculation of a molecular structure, C19H45NO6Si2 at a distorted geometry, from OMol25.

Net charge ... 0
HOMO ... -0.32682 Eh
2S+1 ... 1

Cartesian coordinates (Å):
C1 3.9599 4.9495 -4.6091
C2 2.9110 4.6844 -3.5355
N1 1.5208 4.7134 -4.0755
Si1 0.7189 6.2192 -3.6982
C3 1.7119 7.7031 -4.2623
O1 -0.7880 6.3216 -4.4039
Si2 -1.3221 5.1302 -5.4611
C4 -1.9174 3.6265 -4.5198
H1 4.8010 4.2769 -4.4667
H2 4.3607 5.9556 -4.5680
H3 3.5359 4.7195 -5.5790
H4 3.0383 5.3265 -2.6619
H5 3.0667 3.6662 -3.1963
H6 1.0396 3.9857 -3.5510
H7 0.4943 6.3665 -2.2375
H8 2.7791 7.5126 -4.3062
H9 1.5427 8.5318 -3.5852
H10 1.3608 7.9880 -5.2485
H11 -2.4659 5.6708 -6.2272
H12 -0.2858 4.7763 -6.4557
H13 -2.7650 3.9513 -3.9288
H14 -2.2746 2.8807 -5.2226
H15 -1.1809 3.2215 -3.8349
C5 -2.9646 3.5151 -0.1430
C6 -3.9465 2.7498 -0.9978
O2 -3.8961 2.7993 -2.2061
C7 -4.9726 1.9262 -0.2695
H16 -2.2760 4.0653 -0.7811
H17 -3.4972 4.2187 0.4992
H18 -2.4009 2.8203 0.4818
H19 -5.5848 2.5694 0.3665
H20 -4.4684 1.1822 0.3545
H21 -5.6136 1.4258 -0.9924
C8 2.0118 0.8394 -4.1752
C9 1.4720 0.3113 -2.8680
O3 0.4028 0.6702 -2.4361
C10 2.3327 -0.6815 -2.1230
H22 1.2988 1.5403 -4.6048
H23 2.9582 1.3555 -4.0030
H24 2.1694 0.0199 -4.8779
H25 3.2958 -0.2312 -1.8767
H26 2.5030 -1.5658 -2.7391
H27 1.8318 -0.9776 -1.2046
C11 -3.0504 0.0557 4.0486
C12 -3.1295 -0.6342 2.7086
O4 -3.4374 -0.0245 1.7072
C13 -2.8077 -2.1032 2.6797
H28 -3.3035 1.1073 3.9338
H29 -3.7489 -0.4069 4.7472
H30 -2.0401 -0.0282 4.4515
H31 -3.4938 -2.6515 3.3251
H32 -1.7912 -2.2732 3.0282
H33 -2.9026 -2.4742 1.6617
C14 -0.9201 -6.8437 3.0477
C15 -0.5552 -5.4250 3.4081
O5 -1.4037 -4.6071 3.6883
C16 0.9104 -5.0853 3.4066
H34 -2.0004 -6.9638 3.0873
H35 -0.5707 -7.0745 2.0403
H36 -0.4532 -7.5350 3.7510
H37 1.3320 -5.2485 2.4130
H38 1.4305 -5.7218 4.1252
H39 1.0421 -4.0411 3.6827
C17 2.5973 -7.2825 7.7613
C18 2.4920 -7.9523 6.4145
O6 2.2066 -7.3272 5.4182
C19 2.7585 -9.4356 6.3638
H40 2.3830 -6.2216 7.6584
H41 1.8824 -7.7262 8.4557
H42 3.6041 -7.4070 8.1625
H43 2.0500 -9.9641 7.0032
H44 3.7716 -9.6448 6.7099
H45 2.6504 -9.7903 5.3418

Cartesian forces, eV/Å:
C 0.118 -0.136 0.309
C -0.161 -0.493 -0.537
N 0.043 0.296 0.917
Si -0.456 0.968 -0.080
C -0.111 -0.542 0.044
O 0.650 -0.955 -0.316
Si -0.391 -0.109 0.163
C 0.170 0.941 -0.357
H 0.213 -0.057 0.047
H -0.081 0.228 -0.250
H -0.052 0.193 -0.227
H 0.103 0.157 0.083
H 0.021 -0.141 0.287
H -0.242 -0.102 -0.382
H 0.039 -0.171 0.064
H 0.161 0.016 -0.030
H -0.076 0.195 0.132
H 0.039 0.096 -0.230
H -0.005 0.155 0.065
H 0.109 0.104 0.028
H -0.196 -0.094 0.205
H 0.068 -0.295 -0.013
H 0.106 -0.307 0.014
C 0.104 0.058 -0.171
C 0.009 0.026 -0.032
O -0.112 -0.018 0.097
C -0.035 -0.144 -0.186
H -0.010 -0.004 -0.010
H 0.011 -0.074 0.103
H -0.083 0.012 0.099
H 0.076 -0.028 0.097
H -0.161 0.228 -0.029
H -0.001 0.019 -0.009
C -0.217 0.140 0.020
C -0.030 0.005 0.001
O 0.014 0.058 0.031
C -0.159 0.002 0.117
H 0.004 0.008 -0.007
H 0.088 -0.125 -0.088
H 0.155 0.003 0.027
H 0.059 -0.061 -0.096
H 0.119 0.038 -0.031
H -0.015 0.008 0.001
C -0.055 0.188 -0.114
C -0.026 -0.030 -0.073
O 0.121 -0.087 0.165
C -0.121 0.220 -0.301
H -0.002 -0.002 -0.011
H 0.096 -0.071 0.063
H -0.033 -0.101 0.085
H 0.132 -0.046 0.124
H -0.040 -0.091 0.165
H -0.003 -0.002 -0.003
C -0.216 0.053 0.050
C -0.021 0.024 -0.029
O 0.055 -0.082 0.049
C -0.060 0.199 0.101
H -0.003 0.014 -0.002
H 0.104 -0.068 0.044
H 0.117 -0.021 -0.087
H 0.043 -0.119 0.036
H 0.037 -0.002 -0.168
H -0.014 0.005 -0.013
C -0.050 0.165 -0.124
C 0.003 0.011 0.003
O -0.001 -0.086 0.042
C -0.045 0.040 -0.205
H -0.003 0.002 -0.010
H 0.091 -0.071 0.059
H -0.036 -0.095 0.081
H 0.088 -0.015 0.096
H -0.040 -0.040 0.117
H -0.001 0.009 -0.007

Mulliken atomic charge list, values in e, 5 entries: -1.2861 -0.3544 -0.0644 0.2878 -0.8944